Model one:
Below is C6H11NO as an isolated structure, with properties calculated with wB97M-V/def2-TZVPD.

Results
- gap between HOMO and LUMO (Ha) = 0.2746

Cartesian coordinates (Å):
C 0.40 0.16 -2.04
C -0.02 0.26 -0.59
C 1.01 0.88 0.43
C 0.17 0.64 1.78
C -0.93 -0.04 1.21
C -0.45 -1.04 0.07
H 1.32 -0.30 -2.28
H -0.47 -0.30 -2.72
H 0.76 1.15 -2.35
H 1.99 0.52 0.27
H 1.16 1.90 0.05
H 0.68 0.05 2.51
H -0.20 1.62 2.16
H -1.71 -0.26 1.93
H -2.09 0.68 -0.64
H -1.24 -1.52 -0.36
H 0.29 -3.41 -0.10
N -1.32 0.87 0.10
O 0.64 -1.86 0.56

***

Model two:
Below is C6H11NO as an isolated structure, with properties calculated with wB97M-V/def2-TZVPD.

Results
- gap between HOMO and LUMO (alpha / beta) (Ha) = 0.2934 / 0.2433

Cartesian coordinates (Å):
C -1.21 -0.82 0.07
C 0.15 1.30 -0.85
C 1.86 -1.26 -0.83
C -0.47 0.92 0.45
C 1.44 -0.35 0.26
C -0.95 1.51 1.56
O -2.58 -0.62 0.33
N 1.13 0.95 0.16
H -2.91 0.11 -0.21
H -1.08 -1.12 -0.98
H -0.89 -1.63 0.71
H 0.05 0.64 -1.71
H 0.12 2.36 -1.07
H 1.72 -0.64 1.27
H -0.28 1.75 2.38
H -2.01 1.48 1.79
H 1.81 -0.79 -1.81
H 2.88 -1.63 -0.67
H 1.22 -2.16 -0.83

***

Model three:
Below is C6H11NO as an isolated structure, with properties calculated with wB97M-V/def2-TZVPD.

Results
- gap between HOMO and LUMO (Ha) = 0.3692

Cartesian coordinates (Å):
C 1.89 0.40 0.94
C 1.43 -0.67 -0.22
C -0.07 -0.05 -0.40
C -0.08 1.16 0.30
C -1.14 -0.82 0.36
C -1.05 -0.14 -1.58
H 2.42 1.19 0.18
H 2.59 0.00 1.62
H 2.20 -0.98 -1.16
H 1.74 -1.66 0.24
H -1.09 1.42 0.78
H -0.27 2.15 -0.46
H 0.24 0.60 2.12
H -1.67 0.10 0.97
H -0.87 -1.71 1.35
H -0.43 -0.44 -2.47
H -1.59 0.84 -1.95
N 0.83 1.24 1.43
O -1.88 -1.19 -0.96

***

Model four:
Below is C6H11NO as an isolated structure, with properties calculated with wB97M-V/def2-TZVPD.

Results
- gap between HOMO and LUMO (Ha) = 0.2898

Cartesian coordinates (Å):
C -1.05 -0.38 -1.31
C -0.12 -0.42 -0.13
C 1.51 -0.39 -0.70
C 1.78 1.16 -0.62
C 0.23 0.64 0.98
C -0.82 -0.34 1.26
H -0.54 -0.05 -2.27
H -1.57 -1.49 -1.27
H -1.76 0.49 -0.91
H 1.84 -0.69 -1.72
H 2.18 -0.89 0.25
H 2.68 1.18 0.35
H 1.92 1.84 -1.65
H 1.07 0.13 1.54
H -0.36 -1.14 1.99
H -2.62 -1.57 1.46
H -2.62 0.60 1.71
N -2.36 -0.43 0.92
O 0.64 1.77 0.11

***

Stability ranking, top and bottom: model two is the most stable and model four is the least stable.